Below is a structure of composition C6H8F10InN3O14S7, with properties calculated with wB97M-V/def2-TZVPD.

Spin multiplicity: 2
Lowest unoccupied orbital energy (spin up / spin down): 0.58 / -4.45 eV
HOMO (spin up / spin down): -8.07 / -7.95 eV
Kohn-Sham gap (spin up / spin down): 8.65 / 3.50 eV
Net charge: -1
E_tot: -5426.91071 hartree

XYZ file:
```
49
C6H8F10InN3O14S7, DFT wB97M-V/def2-TZVPD
In 3.526 -33.528 -14.643
C -0.710 -34.501 -15.526
F -1.681 -34.575 -14.517
F 0.518 -35.134 -15.348
F -1.144 -34.848 -16.746
S -0.304 -32.641 -15.512
O -1.525 -31.975 -16.137
O -0.096 -32.347 -14.150
N 1.299 -32.541 -16.235
S 1.149 -32.469 -17.793
O 2.311 -32.993 -18.492
O -0.142 -32.933 -18.254
C 1.302 -30.515 -18.159
F 0.425 -29.807 -17.479
F 2.541 -30.019 -17.773
F 1.122 -30.319 -19.457
N 4.652 -34.756 -17.081
S 5.862 -34.615 -17.880
O 5.740 -34.818 -19.286
O 7.179 -34.892 -17.302
F 5.972 -33.006 -17.723
S 4.400 -36.377 -17.569
O 5.298 -37.438 -17.238
O 3.538 -36.780 -18.655
F 3.240 -36.713 -16.358
N 2.291 -35.168 -12.479
S 1.649 -36.554 -12.415
O 0.211 -36.709 -12.592
O 2.238 -37.475 -11.419
F 2.229 -37.084 -13.767
S 1.778 -34.760 -10.931
O 2.631 -35.125 -9.822
O 0.358 -34.699 -10.664
F 1.937 -33.216 -11.146
C 5.520 -31.281 -8.567
C 6.498 -30.429 -9.390
C 6.337 -30.642 -10.931
S 5.735 -32.408 -11.056
O 6.850 -33.369 -10.928
O 4.775 -32.605 -12.182
C 4.768 -32.283 -9.523
H 4.853 -30.604 -8.032
H 6.086 -31.701 -7.735
H 7.546 -30.584 -9.132
H 6.341 -29.381 -9.133
H 7.122 -30.342 -11.625
H 5.510 -29.998 -11.227
H 4.463 -33.303 -9.288
H 3.836 -31.803 -9.821
```